Entry from the OMol25 dataset: a structure of composition C28H29AsCoN3O3PS (the ωB97M-V functional and the def2-TZVPD basis).

## Properties
E_tot ... -5832.172652 hartree
Lowest unoccupied orbital energy (alpha / beta) ... -5.067 / -5.064 eV
Net charge ... +1
Multiplicity ... 1
HOMO energy (alpha / beta) ... -10.76 / -10.76 eV

Last column: Mulliken charge in e.
Element x y z (Å)
Co -1.021 0.393 -0.932  0.3746
O -2.808 0.612 -0.213  -0.6907
S -2.580 2.065 0.059  1.5083
O -3.608 2.983 -0.250  -0.6861
O -1.261 2.268 -0.659  -0.6666
C -2.170 2.116 1.762  -0.1031
C -2.894 2.912 2.626  -0.4363
C -2.563 2.910 3.977  -0.7043
C -1.522 2.123 4.437  -0.8340
C -0.798 1.327 3.556  -0.1691
C -1.122 1.304 2.202  -1.4380
P -0.144 0.227 1.108  3.7620
C -0.353 -1.467 1.660  0.7864
C -1.209 -1.779 2.714  -0.9185
C -1.343 -3.095 3.132  -0.7957
C -0.627 -4.099 2.507  -0.6304
C 0.218 -3.797 1.445  -1.0157
C 0.345 -2.492 1.014  0.3234
C 1.553 0.787 1.371  0.7008
C 2.636 -0.079 1.206  -0.3884
C 3.925 0.370 1.443  -0.6910
C 4.143 1.677 1.853  -0.6774
C 3.073 2.541 2.025  -0.5548
C 1.782 2.102 1.782  -1.0830
H -3.697 3.526 2.244  0.5864
H -3.119 3.528 4.666  0.4435
H -1.266 2.124 5.487  0.4591
H 0.021 0.726 3.931  0.6478
H -1.785 -1.009 3.206  0.3754
H -2.020 -3.335 3.938  0.4633
H -0.754 -5.126 2.818  0.3994
H 0.748 -4.589 0.935  0.4122
H 0.964 -2.281 0.151  -0.1389
H 2.483 -1.113 0.935  0.4001
H 4.758 -0.308 1.327  0.4749
H 5.150 2.019 2.049  0.4268
H 3.243 3.558 2.347  0.4425
H 0.959 2.789 1.909  0.4670
N -1.276 -1.405 -1.380  0.2076
C -2.098 -2.237 -1.325  0.6930
C -2.995 -3.256 -1.303  -0.2113
C -4.205 -3.088 -2.026  -0.1450
N -5.168 -2.901 -2.624  -0.4498
C -2.671 -4.452 -0.619  0.0229
N -2.369 -5.410 -0.059  -0.4752
C 1.665 -2.093 -2.934  -1.1269
C 2.137 -0.685 -2.596  -0.6024
As 0.737 0.661 -2.453  0.5768
C -0.217 0.661 -4.162  -0.8168
C -1.570 -0.031 -4.197  -1.0702
C 1.682 2.349 -2.603  -1.1064
C 2.652 2.700 -1.490  -0.9538
H 2.512 -2.778 -2.930  0.4257
H 1.221 -2.132 -3.928  0.3300
H 0.920 -2.461 -2.234  0.1146
H 2.798 -0.307 -3.384  0.6609
H 2.708 -0.652 -1.665  0.2283
H 0.478 0.210 -4.877  0.5554
H -0.316 1.717 -4.425  0.5227
H -1.487 -1.101 -4.023  0.2483
H -2.033 0.117 -5.172  0.4627
H -2.266 0.377 -3.455  0.1467
H 0.916 3.118 -2.728  0.4720
H 2.200 2.253 -3.566  0.5739
H 2.125 2.847 -0.545  0.1439
H 3.168 3.631 -1.727  0.4674
H 3.415 1.932 -1.345  0.2730

---

Entry from the OMol25 dataset: a cluster of 17 separate species, C3H42N2O16 in total (the ωB97M-V functional and the def2-TZVPD basis).

## Properties
E_tot ... -1452.947617 hartree
ΔE to the lowest compared entry with this formula, charge and spin ... 0.000 eV
Lowest unoccupied orbital energy ... 0.229 eV
Multiplicity ... 1
HOMO energy ... -9.53 eV

Last column: Mulliken charge in e.
Element x y z (Å)
N -0.483 -2.601 -1.769  -0.2924
C 0.878 -2.029 -1.608  0.8363
C 1.997 -3.008 -1.908  -1.6211
C 1.005 -0.781 -2.539  -1.1125
N 0.229 0.372 -2.090  -0.0450
H -0.566 -3.141 -2.668  0.2002
H -0.690 -3.257 -0.919  0.4649
H 0.981 -1.631 -0.558  -0.2987
H 2.956 -2.618 -1.679  0.3722
H 1.853 -3.944 -1.305  0.3657
H 1.994 -3.345 -2.963  0.3718
H 0.685 -1.016 -3.614  0.4656
H 2.055 -0.486 -2.588  0.2719
H 0.185 0.394 -1.067  -0.0861
H -0.692 0.310 -2.440  0.2291
H -3.568 0.604 1.673  0.4364
H -3.068 0.624 0.203  0.3644
O -3.472 0.044 0.873  -0.6618
H -0.383 1.953 1.692  0.4352
H -0.303 0.798 2.711  0.7183
O -0.452 1.776 2.591  -1.0380
H 3.237 2.830 -0.450  0.4849
H 4.209 2.722 -1.570  0.2912
O 3.487 3.202 -1.305  -0.7222
H -0.958 -1.214 2.765  0.4776
H 0.582 -1.261 2.775  0.4224
O -0.156 -0.757 3.107  -0.8483
H -3.661 -1.268 -0.921  0.3182
H -2.454 -1.956 -1.536  0.5012
O -3.328 -1.580 -1.743  -0.8288
H 0.845 2.143 -2.600  0.4287
H 1.916 3.156 -2.006  0.4248
O 0.984 3.070 -2.216  -0.8095
H -2.136 1.865 2.821  0.4042
H -3.234 1.502 3.873  0.2638
O -3.097 1.693 2.954  -0.7208
H -2.557 0.405 -4.063  0.2657
H -2.968 -0.228 -2.709  0.4298
O -2.662 0.582 -3.135  -0.7290
H 0.969 2.509 3.268  0.4195
H 2.198 2.475 4.171  0.3003
O 1.873 2.861 3.347  -0.7108
H 2.737 -0.555 -0.519  0.2023
H 2.926 0.432 0.646  0.5782
O 3.114 -0.497 0.382  -0.8224
H -2.657 -1.212 1.413  0.4176
H -2.906 -2.339 2.533  0.2819
O -2.219 -1.985 1.919  -0.8216
H 0.371 2.842 -0.863  0.3101
H -0.341 3.514 0.368  0.1511
O -0.053 2.655 0.067  -0.9168
H 2.428 -2.659 2.499  0.2462
H 2.220 -1.551 1.345  0.4451
O 1.757 -2.216 1.914  -0.6931
H -1.202 -3.162 1.207  0.4952
H 0.341 -3.409 1.166  0.3616
O -0.525 -3.811 0.854  -0.8160
H -2.511 1.616 -1.657  0.4024
H -1.565 2.070 -0.573  0.4800
O -2.482 1.900 -0.812  -0.7551
H 1.505 2.153 0.610  0.3710
H 2.407 2.405 1.789  0.5170
O 2.427 2.040 0.857  -0.8742

---

Entry from the OMol25 dataset: a structure of composition C43H49BBrF6InN8OPS3 (the ωB97M-V functional and the def2-TZVPD basis).

## Properties
E_tot ... -7104.917203 hartree
ΔE to the lowest compared entry with this formula, charge and spin ... 8.228 eV
Lowest unoccupied orbital energy (alpha / beta) ... -6.810 / -6.827 eV
Net charge ... +2
Multiplicity ... 2
HOMO energy (alpha / beta) ... -12.18 / -12.17 eV

Last column: Mulliken charge in e.
Element x y z (Å)
In 2.612 1.297 1.001  2.2452
C -0.162 4.463 -3.186  -2.0730
C -0.556 3.571 -2.063  0.9487
C -1.418 3.979 -1.092  -0.4317
C -1.806 3.218 -0.043  -0.7209
N -1.301 2.002 0.155  0.4216
N -0.528 1.487 -0.884  0.1787
B -0.218 0.001 -0.518  -0.6775
N -0.754 -0.837 -1.689  0.7525
N -1.971 -1.383 -1.556  -1.0812
C -2.537 -2.034 -2.535  -0.4339
C -1.804 -2.307 -3.707  -0.2533
C -0.467 -1.886 -3.895  0.4730
C 0.352 -2.176 -5.077  -1.5543
C 0.010 -0.984 -2.896  0.7451
S 1.572 -0.272 -2.783  -0.1689
C -3.966 -2.488 -2.285  2.2315
C -4.268 -3.852 -2.980  -2.0937
C -4.865 -1.468 -2.926  -1.7137
C -4.293 -2.559 -0.800  -1.4985
N -0.678 0.178 2.344  1.4076
N -1.541 -1.006 2.581  -0.1068
C -1.351 -1.710 3.822  -0.1747
C -0.302 -1.494 4.632  -0.7275
C 0.662 -0.410 4.305  0.7800
C 1.709 -0.268 5.303  -1.9764
C 0.408 0.421 3.321  -0.1154
S 1.398 1.841 3.025  -0.3795
C -2.604 -2.504 4.256  2.2762
C -3.602 -1.386 4.597  -1.6002
C -2.394 -3.377 5.403  -1.9459
C -3.230 -3.309 3.120  -1.9559
C -0.077 2.260 -1.913  0.8069
S 0.945 1.654 -3.218  -0.1897
C -2.682 3.704 1.072  2.7182
C -2.670 2.858 2.295  -2.1728
C -2.233 5.092 1.429  -2.0214
C -4.158 3.782 0.599  -1.3917
H -0.599 5.414 -3.066  0.4250
H -0.361 4.153 -4.206  0.4249
H 0.929 4.475 -3.210  0.5038
H -1.777 5.061 -1.184  0.1728
H -2.278 -2.908 -4.487  0.5209
H -0.289 -2.917 -5.614  0.3890
H 1.264 -2.690 -4.737  0.3981
H 0.522 -1.339 -5.781  0.3127
H -4.505 -3.734 -3.994  0.4942
H -5.168 -4.220 -2.487  0.4054
H -3.494 -4.570 -2.973  0.4842
H -4.868 -1.407 -4.047  0.3530
H -4.562 -0.508 -2.567  0.3923
H -5.843 -1.714 -2.535  0.4667
H -3.605 -3.256 -0.262  0.3156
H -5.321 -3.016 -0.595  0.5482
H -4.303 -1.567 -0.317  0.2098
H -0.179 -1.990 5.582  0.5386
H 1.524 0.480 6.065  0.2942
H 2.645 -0.094 4.823  0.4436
H 1.839 -1.218 5.753  0.5025
H -3.135 -0.734 5.365  0.3085
H -4.570 -1.800 4.941  0.4612
H -3.714 -0.731 3.716  0.2845
H -1.977 -2.854 6.250  0.3711
H -1.608 -4.093 5.082  0.4517
H -3.247 -4.017 5.646  0.3817
H -3.468 -2.780 2.226  0.4357
H -4.220 -3.561 3.443  0.6736
H -2.642 -4.232 2.797  0.1437
H -1.832 3.011 2.919  0.3814
H -2.731 1.801 1.995  0.6984
H -3.485 3.024 2.957  0.7108
H -1.125 5.187 1.483  0.3573
H -2.650 5.474 2.403  0.4244
H -2.520 5.836 0.680  0.5461
H -4.788 2.882 0.866  0.3288
H -4.333 3.981 -0.480  0.3400
H -4.439 4.753 1.129  0.3626
Br 8.797 2.049 -2.859  -0.1188
C 7.213 2.026 -1.790  -0.2795
C 7.004 3.191 -1.001  -0.4783
C 6.096 3.171 0.032  -1.0760
C 5.265 2.053 0.308  0.7350
O 4.417 2.079 1.264  -0.8414
C 5.472 0.917 -0.507  0.3150
C 4.762 -0.303 -0.394  0.4735
N 3.705 -0.412 0.290  -0.2054
C 3.074 -1.684 0.377  0.5298
C 3.715 -2.888 0.325  -0.4196
C 3.085 -4.106 0.510  -1.4434
C 1.806 -4.157 0.891  -1.0380
C 1.041 -2.964 0.869  0.0538
C -0.272 -2.855 1.400  -1.5864
C -1.140 -1.731 1.327  0.7572
C -0.369 -0.473 0.977  -0.6518
N 0.940 -0.560 0.335  0.3203
C 1.699 -1.753 0.454  0.7511
C 6.523 0.937 -1.492  -0.8773
H 7.508 4.094 -1.244  0.5256
H 5.797 4.047 0.515  0.5238
H 5.208 -1.242 -0.806  0.2331
H 4.766 -3.022 0.170  0.5800
H 3.612 -5.057 0.418  0.4183
H 1.140 -4.971 1.115  0.5566
H -0.764 -3.737 1.722  0.4800
H -1.939 -1.866 0.682  -0.1995
H -1.222 1.038 2.227  -0.4815
H 6.771 -0.004 -1.933  0.5196
F 1.888 2.581 -0.435  -0.8698
P 6.338 2.980 -5.762  1.1383
F 5.509 2.115 -6.802  -0.3510
F 6.445 4.127 -6.806  -0.1886
F 7.219 3.909 -4.702  -0.3521
F 7.422 1.855 -5.619  -0.1635
F 5.153 2.940 -4.845  -0.0728

---

Look up the E_tot of the third one. -7104.917203 hartree

---

What is the formula in the third record? C43H49BBrF6InN8OPS3

---

What is the formula in the second record? C3H42N2O16

---

Look up the E_tot of the second one. -1452.947617 hartree